1.
Here is one molecule with the formula C2H4Br2N4O2 from the OMol25 dataset. Energies are from ωB97M-V/def2-TZVPD.

Calculated values
orbital gap (spin up / spin down)	7.85 / 7.74	eV
E_LUMO (spin up / spin down)	-2.023 / -2.096	eV
energy	-152271.21019	eV
SMILES string	O=NN(Br)CCN(Br)N=O

Geometry as ORCA input:
```
! wB97M-V def2-TZVPD RIJCOSX def2/J DEFGRID3
* xyz 0 1
O -3.633 -1.299 -0.454
N -2.457 -1.072 -0.552
N -1.759 -0.085 -0.503
Br -2.330 2.119 -0.346
C -0.357 -0.174 -0.607
C 0.327 -0.131 0.759
N 1.740 0.130 0.515
Br 2.016 2.165 -0.191
N 2.686 -0.577 0.674
O 3.843 -0.318 0.544
H 0.146 -1.032 -1.011
H -0.176 0.719 -1.378
H -0.151 0.647 1.406
H 0.106 -1.092 1.144
*
```



2.
Here is a 2-piece molecular cluster, C9H17N6 overall from the OMol25 dataset. Energies are from ωB97M-V/def2-TZVPD.

Calculated values
orbital gap	8.58	eV
relative energy (zero: lowest compared OMol25 entry of this formula, charge and spin)	275.1	kJ/mol
E_LUMO	-4.346	eV
energy	-18540.88008	eV

Geometry as ORCA input:
```
! wB97M-V def2-TZVPD RIJCOSX def2/J DEFGRID3
* xyz 1 1
C -0.045 1.242 -0.120
C 0.427 2.621 -0.311
C 2.262 1.426 -0.372
C -0.513 -0.882 0.041
C -1.094 0.413 0.074
C -3.086 0.941 -1.336
C 1.457 -2.535 -1.895
C -2.533 0.719 0.093
C 1.711 -1.820 -0.515
N 1.758 2.662 -0.490
N 1.157 0.488 -0.273
N -0.401 3.635 -0.161
N 3.421 0.975 -0.439
N 1.081 0.021 2.751
N 0.787 -0.811 -0.228
H -0.887 -1.907 0.115
H -2.781 1.991 -1.512
H -4.086 0.911 -1.121
H -2.565 0.487 -2.147
H 2.223 -3.276 -2.017
H 0.525 -2.989 -1.812
H 1.314 -1.676 -2.586
H -3.162 -0.050 0.482
H -2.711 1.655 0.554
H 2.857 -1.542 -0.560
H 1.721 -2.601 0.204
H -1.410 3.355 -0.235
H -0.186 4.596 -0.255
H 4.235 1.553 -0.435
H 1.110 -0.598 3.627
H 0.451 0.586 3.195
H 1.989 0.473 2.719
*
```



3.
Here is one molecule with the formula C5H8O from the OMol25 dataset. Energies are from ωB97M-V/def2-TZVPD.

Calculated values
orbital gap	9.58	eV
relative energy (zero: lowest compared OMol25 entry of this formula, charge and spin)	391.3	kJ/mol
E_LUMO	-0.309	eV
energy	-7358.20015	eV

Geometry as ORCA input:
```
! wB97M-V def2-TZVPD RIJCOSX def2/J DEFGRID3
* xyz 0 1
C 1.812 0.353 -0.415
C 0.712 -0.673 -0.214
C 0.949 -1.815 0.374
C -0.705 -0.338 -0.670
C -1.591 0.103 0.505
O -0.921 0.954 1.409
H 1.520 1.291 0.068
H 2.772 0.023 -0.006
H 1.942 0.541 -1.487
H -0.620 0.467 -1.407
H -1.166 -1.195 -1.174
H -2.448 0.669 0.125
H -1.982 -0.787 1.019
H -0.273 0.407 1.874
*
```



4.
Here is a 2-piece molecular cluster, C6H7Cl2NSi overall from the OMol25 dataset. Energies are from ωB97M-V/def2-TZVPD.

Calculated values
orbital gap	9.40	eV
relative energy (zero: lowest compared OMol25 entry of this formula, charge and spin)	295.6	kJ/mol
E_LUMO	-0.242	eV
energy	-40748.34380	eV
SMILES string	[H]/N=[Si](/Cl)c1ccccc1.Cl

Geometry as ORCA input:
```
! wB97M-V def2-TZVPD RIJCOSX def2/J DEFGRID3
* xyz 0 1
H -1.601 2.494 0.876
N -2.164 1.976 0.267
Si -1.496 0.560 -0.140
Cl -2.805 -0.645 -1.084
C 0.164 -0.295 -0.010
C 0.583 -1.280 -0.868
C 1.781 -1.879 -0.674
C 2.627 -1.511 0.410
C 2.214 -0.478 1.281
C 0.950 0.027 1.109
H -0.027 -1.745 -1.602
H 2.256 -2.395 -1.501
H 3.578 -1.975 0.483
H 2.884 -0.261 2.157
H 0.395 0.510 1.835
Cl -5.180 3.322 -1.725
H -4.158 3.575 -0.814
*
```



5.
Here is a 2-piece molecular cluster, C2H8N2O overall from the OMol25 dataset. Energies are from ωB97M-V/def2-TZVPD.

Calculated values
orbital gap	9.56	eV
relative energy (zero: lowest compared OMol25 entry of this formula, charge and spin)	365.7	kJ/mol
E_LUMO	0.119	eV
energy	-7228.53734	eV
SMILES string	C=O.NCN

Geometry as ORCA input:
```
! wB97M-V def2-TZVPD RIJCOSX def2/J DEFGRID3
* xyz 0 1
C 4.017 4.422 2.118
O 5.278 4.302 2.286
H 3.321 5.011 2.693
H 3.403 3.640 1.734
N -1.958 -3.262 -0.668
C -1.515 -2.090 -1.497
N -1.365 -0.948 -0.535
H -2.895 -3.367 -0.838
H -2.053 -2.802 0.270
H -2.319 -1.662 -2.146
H -0.738 -2.599 -2.031
H -2.253 -0.510 -0.301
H -0.922 -0.135 -1.085
*
```



6.
Here is C51H53FeIN12O2PS as an isolated structure from the OMol25 dataset. Energies are from ωB97M-V/def2-TZVPD.

Calculated values
orbital gap (spin up / spin down)	8.27 / 5.64	eV
relative energy (zero: lowest compared OMol25 entry of this formula, charge and spin)	503.0	kJ/mol
E_LUMO (spin up / spin down)	-4.227 / -6.854	eV
energy	-138317.93742	eV
<S²>	8.790

Geometry as ORCA input:
```
! wB97M-V def2-TZVPD RIJCOSX def2/J DEFGRID3
* xyz 2 6
Fe -0.119 -0.094 0.737
O 0.136 0.258 -2.172
C -0.596 -0.764 -2.968
C -0.007 -2.044 -3.088
C -0.415 -2.799 -4.204
C 0.029 -4.090 -4.377
C 0.897 -4.641 -3.444
C 1.304 -3.903 -2.328
C 0.853 -2.610 -2.105
P 1.352 -1.679 -0.578
C 2.651 -0.542 -1.174
C 3.368 -0.754 -2.349
C 4.295 0.192 -2.774
C 4.507 1.350 -2.037
C 3.804 1.562 -0.858
C 2.875 0.620 -0.433
C 2.235 -2.957 0.360
C 3.604 -2.920 0.570
C 4.225 -3.954 1.267
C 3.482 -5.020 1.748
C 2.102 -5.047 1.558
C 1.481 -4.012 0.879
H -1.090 -2.348 -4.924
H -0.294 -4.670 -5.233
H 1.264 -5.652 -3.571
H 1.996 -4.357 -1.633
H 3.208 -1.657 -2.928
H 4.855 0.022 -3.686
H 5.227 2.086 -2.378
H 3.979 2.457 -0.270
H 2.334 0.788 0.493
H 4.194 -2.094 0.192
H 5.296 -3.924 1.425
H 3.974 -5.833 2.268
H 1.519 -5.884 1.926
H 0.405 -4.032 0.719
C -1.077 2.206 -5.164
N -1.147 1.522 -3.871
C -0.309 0.484 -3.669
N -0.627 0.933 -1.097
C -1.536 1.824 -1.620
N -1.798 2.181 -2.819
C 0.315 2.693 -5.501
C 0.802 2.566 -6.796
C 2.076 3.019 -7.120
C 2.884 3.581 -6.148
C 2.400 3.703 -4.847
C 1.117 3.274 -4.529
C 3.249 4.286 -3.813
N 4.507 4.560 -3.860
N 4.842 5.089 -2.616
C 3.761 5.091 -1.918
O 2.711 4.586 -2.608
C 3.558 5.507 -0.533
C 4.618 6.007 0.220
C 4.408 6.347 1.546
C 3.155 6.180 2.127
C 2.098 5.699 1.370
C 0.742 5.448 1.986
N 0.558 3.999 2.153
C -0.068 3.128 1.374
N 0.146 1.894 1.826
C 0.954 2.100 2.918
N 1.214 3.360 3.143
C 2.302 5.366 0.040
H -1.782 3.030 -5.085
H -1.424 1.538 -5.952
H 0.552 0.510 -4.335
H -2.093 2.351 -0.851
H 0.178 2.119 -7.564
H 2.438 2.925 -8.137
H 3.878 3.943 -6.379
H 0.745 3.403 -3.517
H 5.587 6.130 -0.247
H 5.227 6.734 2.138
H 3.005 6.427 3.171
H -0.062 5.823 1.358
H 0.676 5.903 2.969
H -0.673 3.403 0.523
H 1.348 1.307 3.532
H 1.480 4.998 -0.567
I -4.983 -3.500 -1.326
C -3.746 -2.443 -0.064
C -3.996 -2.083 1.242
N -2.918 -1.403 1.668
N -1.981 -1.297 0.714
C -2.478 -1.928 -0.346
H -4.852 -2.262 1.874
H -2.745 -0.997 2.576
H -1.922 -1.997 -1.265
C -4.031 0.150 7.484
C -4.268 -0.294 6.040
C -3.124 0.108 5.100
C -1.949 -0.865 5.164
N -1.151 -0.805 3.916
C -0.157 -1.672 3.565
S 1.291 -1.089 2.834
N -0.264 -2.978 3.770
C -1.452 -3.845 3.857
C -1.071 -5.179 4.489
C -0.609 -5.062 5.943
C -1.718 -4.614 6.893
H -4.823 -0.223 8.133
H -4.026 1.239 7.555
H -3.078 -0.221 7.869
H -5.196 0.149 5.676
H -4.398 -1.380 6.009
H -2.778 1.111 5.371
H -3.494 0.174 4.070
H -2.309 -1.871 5.328
H -1.302 -0.618 6.010
H -0.882 0.141 3.696
H 0.577 -3.474 3.501
H -1.839 -4.010 2.848
H -2.237 -3.374 4.436
H -0.276 -5.635 3.886
H -1.939 -5.838 4.433
H 0.237 -4.372 6.007
H -0.247 -6.041 6.259
H -1.981 -3.561 6.757
H -1.405 -4.733 7.930
H -2.621 -5.213 6.748
*
```